Here is a cluster of 7 separate species, C21H58N2O9 in total from the Open Molecules 2025 dataset. Energies are from ωB97M-V with the def2-TZVPD basis set.

Structure (XYZ):
```
90
Properties=species:S:1:pos:R:3
C 3.58 0.51 -2.46
O 3.88 -0.14 -1.24
C 5.26 -0.18 -1.01
C 5.54 -0.81 0.35
C 4.78 -0.11 1.45
N 6.96 -0.84 0.65
H 3.96 1.54 -2.38
H 2.51 0.49 -2.64
H 4.09 0.00 -3.28
H 5.76 -0.76 -1.80
H 5.70 0.84 -1.01
H 5.19 -1.85 0.30
H 5.04 -0.51 2.43
H 3.71 -0.20 1.30
H 5.04 0.96 1.48
H 7.34 0.10 0.67
H 7.49 -1.36 -0.04
C -5.50 -0.45 1.04
O -4.46 -0.91 1.88
C -3.77 0.19 2.50
C -2.69 -0.32 3.43
C -2.27 0.78 4.41
N -1.49 -0.82 2.74
H -6.27 0.07 1.63
H -5.98 -1.32 0.60
H -5.11 0.21 0.26
H -3.32 0.81 1.71
H -4.52 0.79 3.03
H -3.12 -1.13 4.02
H -1.59 0.36 5.14
H -3.14 1.18 4.93
H -1.78 1.60 3.88
H -1.81 -1.28 1.89
H -1.06 0.00 2.29
C -2.33 2.72 -1.09
C -2.98 1.83 -2.12
C -2.41 0.42 -2.12
O -4.39 1.82 -1.80
H -1.25 2.72 -1.22
H -2.64 2.40 -0.09
H -2.67 3.75 -1.23
H -2.89 2.29 -3.11
H -2.76 -0.08 -1.21
H -1.33 0.48 -2.11
H -2.79 -0.15 -2.97
H -4.84 1.28 -2.46
C 0.83 -3.03 -3.94
C 1.63 -3.92 -2.99
C 2.94 -3.25 -2.58
O 0.85 -4.27 -1.86
H 0.42 -2.19 -3.37
H -0.01 -3.57 -4.37
H 1.43 -2.62 -4.76
H 1.88 -4.86 -3.50
H 3.43 -3.80 -1.78
H 2.80 -2.21 -2.30
H 3.63 -3.25 -3.44
H 0.52 -3.44 -1.48
C 0.60 6.07 2.04
C 0.69 4.87 1.12
C 2.02 4.80 0.38
O 0.50 3.64 1.84
H 0.78 6.98 1.46
H 1.35 6.04 2.83
H -0.40 6.15 2.47
H -0.13 4.91 0.40
H 2.16 5.64 -0.30
H 2.11 3.87 -0.17
H 2.83 4.79 1.11
H 0.64 3.79 2.78
O 0.12 -1.75 -0.68
C 1.04 -1.03 0.14
C 0.95 0.47 0.00
O 0.03 1.04 0.93
H -0.80 -1.55 -0.48
H 0.85 -1.29 1.19
H 2.03 -1.36 -0.14
H 0.67 0.80 -1.01
H 1.95 0.88 0.16
H 0.25 1.98 0.99
O -5.13 -3.63 -0.12
C -3.82 -4.18 -0.29
C -2.81 -3.57 0.62
O -2.53 -2.21 0.32
H -5.45 -3.91 0.75
H -3.83 -5.27 -0.16
H -3.58 -4.05 -1.35
H -1.85 -4.11 0.53
H -3.09 -3.68 1.67
H -3.21 -1.65 0.73
```

The value obtained for the energy relative to the best compared isomer or geometry (same formula, charge and spin) is 43.2 kJ/mol. The multiplicity is 1. The calculation puts the HOMO-LUMO gap at 9.5 eV. Its total energy is -44124.12069 eV.



Here is a structure of composition C2H2O5S2 at a distorted geometry from the Open Molecules 2025 dataset. Energies are from ωB97M-V with the def2-TZVPD basis set.

Structure (XYZ):
```
11
Properties=species:S:1:pos:R:3
C 0.94 0.59 -0.52
C 0.61 -0.64 -0.87
O 0.69 2.04 1.72
O -1.10 1.98 -0.09
O -2.07 -1.17 -0.63
O -0.45 -2.51 0.61
O -0.71 -0.16 1.31
S -0.05 1.39 0.68
S -0.81 -1.19 0.12
H 1.96 1.07 -0.87
H 0.99 -1.39 -1.47
```

The value obtained for the energy relative to the best compared isomer or geometry (same formula, charge and spin) is 20.6 kJ/mol. The multiplicity is 1. The calculation puts the HOMO-LUMO gap at 10.6 eV. Its total energy is -34011.07542 eV.



Here is a cluster of 8 separate species, C8H30FN8O9 in total at a distorted geometry from the Open Molecules 2025 dataset. Energies are from ωB97M-V with the def2-TZVPD basis set.

Structure (XYZ):
```
56
Properties=species:S:1:pos:R:3
O 11.41 -4.46 12.88
H 12.29 -4.49 13.27
H 11.15 -3.54 12.80
H 11.39 -4.91 12.03
O 14.15 -2.07 13.98
H 14.31 -2.00 14.93
H 14.22 -3.01 13.80
H 13.21 -1.91 13.91
F 14.00 -4.59 13.54
C 17.69 -9.76 18.09
C 17.74 -8.41 18.85
O 16.87 -7.43 18.40
C 17.24 -6.72 17.33
O 18.29 -6.83 16.68
O 16.29 -5.74 17.13
C 16.14 -4.95 15.90
H 17.89 -9.59 17.03
H 16.71 -10.23 18.07
H 18.37 -10.46 18.59
H 18.77 -8.07 18.75
H 17.56 -8.55 19.91
H 16.06 -5.56 15.00
H 17.05 -4.38 15.68
H 15.38 -4.17 15.97
C 13.60 -7.99 12.35
O 13.31 -8.95 11.67
N 14.51 -7.14 12.07
N 12.91 -7.56 13.39
H 14.79 -6.33 12.60
H 14.71 -7.33 11.10
H 13.23 -6.73 13.86
H 12.14 -8.18 13.60
C 14.15 -4.16 9.61
O 14.88 -5.07 9.42
N 13.38 -3.65 8.75
N 13.84 -3.64 10.80
H 13.32 -4.24 7.93
H 12.61 -3.04 9.01
H 14.27 -4.17 11.55
H 13.51 -2.69 10.82
C 12.80 -4.12 16.80
O 12.69 -3.14 16.07
N 12.48 -4.12 18.07
N 13.08 -5.31 16.37
H 12.41 -4.99 18.58
H 12.19 -3.25 18.49
H 13.47 -5.93 17.06
H 13.48 -5.34 15.45
C 17.79 -4.24 12.67
O 17.98 -5.36 13.10
N 18.66 -3.64 11.90
N 16.73 -3.56 12.98
H 19.55 -4.09 11.72
H 18.69 -2.66 11.66
H 16.60 -2.62 12.66
H 16.00 -4.13 13.39
```

Its net charge is +2. The multiplicity is 2. The calculation puts the HOMO-LUMO gap (alpha / beta) at 7.4 / 3.0 eV. Its total energy is -41830.07851 eV.